9 unconnected molecules or ions with the total composition C49H95F9NO10PS. Source: OMol25; level of theory: ωB97M-V/def2-TZVPD.

Summary:
DFT total energy   -4369.29331 Ha
Structure (SMILES)   CP(C)c1cc(C(F)(F)C(F)(F)C(F)(F)C(F)(F)F)cc2c1C(=O)N(CCCS)C2=O.CCOCC.CCOCC.CCOCC.CCOCC.CCOCC.CCOCC.CCOCC.CCOCC

ORCA input file:
```
! RIJCOSX wB97M-V def2-TZVPD def2/J DEFGRID3
* xyz 0 1
C -2.3040 2.5316 3.7172
P -2.8082 0.7469 3.4665
C -1.7130 -0.3198 4.5786
C -2.4262 0.1675 1.7287
C -1.0845 -0.0829 1.2169
C -0.7824 -0.5630 -0.1472
C 0.7062 -0.8029 -0.4562
F 1.4695 0.0338 0.3577
F 1.0744 -2.0872 -0.1049
C 1.1615 -0.5000 -1.9220
F 2.4823 -0.9309 -2.0170
F 0.4783 -1.2496 -2.8656
C 1.1696 1.0401 -2.3298
F 0.4538 1.8478 -1.5009
F 0.5539 1.1193 -3.5667
C 2.6057 1.7184 -2.5156
F 2.3553 3.0515 -2.7497
F 3.3688 1.6902 -1.4013
F 3.3024 1.3033 -3.6195
C -1.8872 -0.7942 -1.0551
C -3.2102 -0.5553 -0.5861
C -3.5260 -0.0828 0.8342
C -5.0884 0.0389 0.9946
O -5.8035 0.0728 1.9338
N -5.5308 0.0717 -0.4025
C -5.5111 1.4079 -1.0634
C -5.9632 2.5949 -0.1460
C -4.7430 3.2463 0.6372
S -4.1831 4.8123 -0.2009
C -4.6192 -0.7079 -1.2571
O -4.9593 -1.3213 -2.2130
H -3.1281 3.2115 3.3966
H -2.1550 2.6649 4.8246
H -1.3216 2.7717 3.2370
H -2.1144 -0.3833 5.6188
H -1.6652 -1.3520 4.1459
H -0.6708 0.0864 4.6147
H -0.2469 0.1121 1.9266
H -1.7110 -1.1622 -2.0837
H -6.2390 1.3633 -1.9173
H -4.5058 1.6726 -1.4847
H -6.3166 3.4067 -0.8434
H -6.8265 2.3713 0.5199
H -3.8480 2.5769 0.6503
H -5.0663 3.5271 1.6663
H -3.1457 5.2291 0.6059
C 3.1537 -5.7331 2.6544
C 1.7901 -6.0462 3.2460
O 0.7611 -5.1830 2.7971
C 0.4972 -5.1834 1.4049
C 0.0559 -6.5369 0.8710
H 3.4178 -4.6877 2.8279
H 3.9181 -6.3701 3.1030
H 3.1721 -5.9000 1.5755
H 1.8430 -5.9198 4.3299
H 1.5117 -7.0909 3.0679
H 1.3620 -4.8041 0.8506
H -0.3105 -4.4641 1.2477
H 0.8518 -7.2799 0.9521
H -0.2205 -6.4570 -0.1821
H -0.8014 -6.9116 1.4339
C -3.0335 -5.7556 2.8191
C -3.6388 -4.4795 3.3747
O -3.7381 -3.4326 2.4206
C -4.5468 -3.6861 1.2822
C -5.9998 -3.9724 1.6208
H -2.0650 -5.5522 2.3585
H -2.8990 -6.4901 3.6159
H -3.6723 -6.2048 2.0547
H -2.9932 -4.1045 4.1717
H -4.6157 -4.6721 3.8308
H -4.1180 -4.4946 0.6805
H -4.4982 -2.7803 0.6740
H -6.1047 -4.9000 2.1869
H -6.5898 -4.0694 0.7073
H -6.4182 -3.1673 2.2286
C 6.5018 0.1506 0.5637
C 6.2295 1.6338 0.7479
O 7.3911 2.3925 1.0402
C 8.4115 2.3811 0.0562
C 7.9694 2.9431 -1.2852
H 7.0271 -0.2550 1.4310
H 5.5653 -0.3942 0.4306
H 7.1246 -0.0382 -0.3132
H 5.5579 1.7631 1.5994
H 5.7117 2.0508 -0.1221
H 8.8231 1.3725 -0.0556
H 9.2191 3.0032 0.4481
H 7.2002 2.3214 -1.7477
H 8.8161 2.9935 -1.9725
H 7.5529 3.9451 -1.1633
C 3.6893 -0.9509 -8.9605
C 2.5701 -1.8369 -8.4391
O 2.9106 -2.5486 -7.2603
C 3.2426 -1.7622 -6.1295
C 2.1138 -0.8576 -5.6653
H 4.6042 -1.5299 -9.1026
H 3.4045 -0.5002 -9.9130
H 3.9205 -0.1408 -8.2650
H 2.3390 -2.5918 -9.1937
H 1.6512 -1.2609 -8.2842
H 4.1557 -1.1872 -6.3193
H 3.4809 -2.4652 -5.3279
H 1.8783 -0.0989 -6.4137
H 2.3806 -0.3420 -4.7468
H 1.2056 -1.4378 -5.4891
C 5.9131 4.8292 -7.5072
C 5.2860 3.5762 -8.0939
O 5.4125 2.4347 -7.2623
C 4.8062 2.5186 -5.9831
C 3.3029 2.7325 -6.0350
H 6.9575 4.6498 -7.2436
H 5.8656 5.6498 -8.2252
H 5.3974 5.1503 -6.5998
H 5.7982 3.3310 -9.0267
H 4.2350 3.7451 -8.3516
H 5.2936 3.2917 -5.3791
H 5.0084 1.5660 -5.4878
H 3.0487 3.7009 -6.4714
H 2.8821 2.6999 -5.0395
H 2.8266 1.9627 -6.6458
C -4.3281 5.6999 -5.4850
C -3.8460 6.8998 -4.6877
O -3.0718 6.5529 -3.5522
C -1.8714 5.8413 -3.8000
C -0.8781 6.6038 -4.6615
H -4.8665 5.0012 -4.8411
H -4.9905 6.0204 -6.2910
H -3.4956 5.1548 -5.9349
H -4.7154 7.4413 -4.3091
H -3.2959 7.6012 -5.3244
H -2.0921 4.8581 -4.2292
H -1.4192 5.6580 -2.8228
H -1.2607 6.7625 -5.6716
H 0.0582 6.0478 -4.7424
H -0.6702 7.5854 -4.2308
C 0.2698 4.9297 8.4517
C -0.0873 5.3128 7.0258
O -1.4494 5.0870 6.7006
C -2.4069 5.8022 7.4644
C -2.2786 7.3114 7.3417
H -0.0160 3.8956 8.6557
H 1.3429 5.0391 8.6172
H -0.2454 5.5606 9.1789
H 0.4958 4.6941 6.3402
H 0.1870 6.3521 6.8163
H -2.3714 5.4873 8.5125
H -3.3856 5.5018 7.0839
H -1.3377 7.6704 7.7629
H -3.0931 7.8053 7.8748
H -2.3067 7.6153 6.2934
C -3.1638 -9.0664 7.5373
C -3.1978 -8.1227 6.3475
O -2.0681 -7.2693 6.2661
C -0.8083 -7.9050 6.1247
C -0.6893 -8.7431 4.8630
H -3.0253 -8.5097 8.4664
H -4.0946 -9.6327 7.5999
H -2.3430 -9.7824 7.4597
H -4.0670 -7.4682 6.4435
H -3.3264 -8.6749 5.4101
H -0.5776 -8.4987 7.0155
H -0.0659 -7.1048 6.0855
H -1.3737 -9.5935 4.8794
H 0.3256 -9.1327 4.7604
H -0.9293 -8.1447 3.9809
*
```

***

A molecular structure, C31H38BiN2O4P2SSi2. Source: OMol25; level of theory: ωB97M-V/def2-TZVPD.

Summary:
DFT total energy   -3489.23175 Ha

ORCA input file:
```
! RIJCOSX wB97M-V def2-TZVPD def2/J DEFGRID3
* xyz -1 1
Bi -0.9326 -2.4830 -0.2500
C 3.3060 -3.9925 -2.5560
Si 2.3838 -2.3202 -2.9373
C 3.6296 -1.0850 -3.7648
C 1.1700 -2.8279 -4.2472
N 1.5441 -1.6091 -1.6164
P 0.8832 -0.2221 -1.2833
C -0.4757 -0.3406 -0.2494
P -0.7470 0.0351 1.3943
N -1.6729 -1.2392 1.8188
Si -3.1572 -1.2187 2.8671
C -4.4236 -0.0684 2.1455
C -2.8765 -0.9466 4.7357
C -3.9529 -2.9549 2.7320
C 0.5815 0.1418 2.6864
C 0.5227 -0.8517 3.6332
C 1.4193 -1.0303 4.6502
C 2.4596 -0.1180 4.7861
C 2.5691 0.9002 3.8695
C 1.6277 1.0517 2.8084
C -1.4848 1.6800 1.4889
C -1.5351 2.3782 2.7255
C -1.9047 3.7074 2.7361
C -2.3589 4.3466 1.5604
C -2.4238 3.6588 0.3900
C -1.8905 2.3364 0.3386
C 0.4367 0.6721 -2.7514
C 1.3874 1.3970 -3.3862
C 1.0843 1.9198 -4.6574
C -0.1105 1.6235 -5.2948
C -1.0316 0.8385 -4.6108
C -0.7677 0.3444 -3.3563
C 2.0193 0.9452 -0.4855
C 1.7122 2.2842 -0.4645
C 2.5333 3.2105 0.1475
C 3.7357 2.7872 0.6362
C 4.0218 1.4631 0.7135
C 3.1619 0.5360 0.1859
H 4.1230 -4.2407 -3.3080
H 2.5115 -4.7350 -2.6929
H 3.7514 -4.0024 -1.5930
H 3.9934 -1.5888 -4.7507
H 4.5303 -0.8329 -3.0623
H 3.1039 -0.1830 -4.0560
H 1.7761 -3.2547 -5.0220
H 0.5766 -1.9617 -4.5609
H 0.4676 -3.6437 -3.9757
H -4.1204 0.9967 2.0939
H -5.4505 -0.1025 2.5113
H -4.5368 -0.4067 1.0920
H -2.6492 0.0711 4.9950
H -2.1245 -1.6286 5.1815
H -3.8364 -1.1710 5.2147
H -3.9792 -3.1810 1.6982
H -5.0336 -3.0188 3.1078
H -3.3440 -3.7912 3.1658
H -0.2559 -1.6318 3.4735
H 1.2757 -1.7609 5.3888
H 3.1658 -0.1135 5.6374
H 3.3957 1.6197 3.8644
H 1.8365 1.8126 2.0866
H -1.0594 1.9210 3.6560
H -1.8516 4.2722 3.6683
H -2.7882 5.3771 1.5687
H -2.6640 4.2680 -0.4944
H -1.6486 1.8364 -0.6051
H 2.3893 1.6356 -2.9421
H 1.8261 2.4775 -5.2289
H -0.4276 2.0184 -6.2755
H -1.9699 0.6356 -5.1095
H -1.6191 -0.2586 -2.9469
H 0.6748 2.6054 -0.9174
H 2.1726 4.2802 0.1963
H 4.3529 3.5625 1.0844
H 4.8466 1.1531 1.3345
H 3.3193 -0.4950 0.3650
O -1.5869 -2.8732 -2.4758
S -3.1219 -2.7311 -2.2619
O -3.5921 -1.7185 -3.1897
O -3.1032 -2.1932 -0.8167
O -3.7691 -3.9744 -2.2369
*
```

***

10 unconnected molecules or ions with the total composition C51H77F3I2O20PSSi. Source: OMol25; level of theory: ωB97M-V/def2-TZVPD.

Summary:
DFT total energy   -5418.51033 Ha

ORCA input file:
```
! RIJCOSX wB97M-V def2-TZVPD def2/J DEFGRID3
* xyz -1 1
C 3.8473 -0.6418 -0.0756
C 2.9859 -1.1558 -1.2120
I 3.9578 -2.7747 -2.2037
C 1.7986 -0.6708 -1.5812
I 1.2125 1.0466 -0.4602
P 0.7635 -1.4128 -3.0171
F 1.9966 -0.9768 -4.0742
C -0.6876 -2.0097 -1.8679
F -1.1000 -1.1715 -0.8816
F -0.1162 -3.0817 -1.1422
C -1.8596 -2.6736 -2.5741
C -3.0511 -1.8029 -3.0168
Si -4.3319 -1.4002 -1.6520
C -3.8856 -2.1152 0.0282
C -6.0662 -1.9932 -2.0932
C -4.3343 0.4932 -1.5241
C -3.8155 1.2301 -0.4594
C -3.8540 2.6193 -0.4875
C -4.3888 3.3064 -1.5668
C -4.9239 2.5913 -2.6372
C -4.8815 1.2059 -2.5957
S -0.2143 0.5977 -3.6031
C -0.9042 0.2792 -5.2597
O 0.8494 1.5762 -3.8532
O -1.3334 1.0715 -2.7926
H 4.1122 0.4041 -0.2247
H 4.7530 -1.2348 0.0333
H 3.2782 -0.7123 0.8501
H 0.0555 -1.9338 -4.1624
H 1.3483 -2.6893 -2.8360
H -2.2420 -3.4100 -1.8620
H -1.5051 -3.2525 -3.4260
H -3.6121 -2.4136 -3.7366
H -2.8094 -0.8821 -3.5448
H -4.7673 -2.2421 0.6630
H -3.1756 -1.4752 0.5522
H -3.4116 -3.0991 -0.0261
H -6.0788 -3.0857 -2.0981
H -6.4772 -1.5616 -3.0060
H -6.7297 -1.6800 -1.2799
H -3.3688 0.7331 0.3919
H -3.4403 3.2082 0.3222
H -4.4154 4.3875 -1.5944
H -5.3402 3.1139 -3.4893
H -5.2862 0.6562 -3.4442
H -0.1016 0.3980 -5.9824
H -1.3005 -0.7348 -5.3033
H -1.7007 1.0008 -5.4261
O 4.8496 -0.5666 4.5092
C 3.7032 -0.2205 4.4197
O 2.9862 -0.3457 3.2882
C 1.6757 0.2500 3.4544
C 1.4413 0.2530 4.9533
C 2.8547 0.4234 5.5022
H 1.6962 1.2509 3.0362
H 0.9349 -0.3407 2.9215
H 0.7440 1.0239 5.2757
H 1.0417 -0.7152 5.2625
H 3.1369 1.4743 5.5881
H 3.0067 -0.0798 6.4537
O -3.1438 6.7576 -0.0756
C -2.3288 6.4720 -0.9075
O -1.8602 5.2203 -1.0760
C -0.8206 5.2092 -2.0767
C -1.0533 6.4610 -2.9086
C -1.6480 7.4177 -1.8799
H 0.1412 5.2278 -1.5601
H -0.8884 4.2906 -2.6557
H -0.1492 6.8271 -3.3914
H -1.7901 6.2533 -3.6866
H -0.8782 7.9701 -1.3384
H -2.3675 8.1106 -2.3077
O 2.7282 3.2296 2.5075
C 3.0386 4.1116 3.2510
O 2.4465 4.2962 4.4574
C 2.9493 5.4925 5.0793
C 4.3019 5.7432 4.4276
C 4.0817 5.1873 3.0216
H 2.2388 6.3021 4.8888
H 3.0264 5.3349 6.1509
H 4.6022 6.7892 4.4530
H 5.0694 5.1621 4.9400
H 3.6623 5.9333 2.3447
H 4.9813 4.7598 2.5883
O -2.6706 -1.8030 4.1827
C -1.8062 -2.6280 4.1364
O -0.5337 -2.3389 3.7721
C 0.2512 -3.5426 3.7126
C -0.4754 -4.5400 4.6019
C -1.9303 -4.1127 4.4262
H 0.2999 -3.8665 2.6705
H 1.2594 -3.3235 4.0599
H -0.2788 -5.5747 4.3334
H -0.1752 -4.4018 5.6380
H -2.4019 -4.5923 3.5669
H -2.5283 -4.2797 5.3176
O -4.7829 -4.1171 -5.5109
C -5.4898 -3.3234 -6.0589
O -5.1954 -2.0058 -6.1692
C -6.2982 -1.3121 -6.7783
C -7.0730 -2.3740 -7.5451
C -6.8387 -3.6100 -6.6854
H -6.8928 -0.8502 -5.9865
H -5.9040 -0.5318 -7.4250
H -8.1219 -2.1194 -7.6879
H -6.6242 -2.5218 -8.5285
H -7.5770 -3.7009 -5.8866
H -6.7998 -4.5269 -7.2677
O 4.0792 6.7264 7.8882
C 4.1122 7.9026 7.6789
O 5.1091 8.4936 6.9763
C 4.9365 9.9210 6.9736
C 3.4567 10.1449 7.2541
C 3.1223 8.9517 8.1470
H 5.5760 10.3462 7.7502
H 5.2496 10.3110 6.0080
H 3.2483 11.1130 7.7052
H 2.8902 10.0780 6.3241
H 3.3127 9.1591 9.2008
H 2.1030 8.5992 8.0185
O 8.7001 4.5677 -2.2942
C 7.9253 3.6536 -2.2864
O 8.1941 2.4634 -2.8680
C 7.0403 1.5982 -2.7874
C 6.2228 2.1362 -1.6247
C 6.5332 3.6289 -1.6851
H 6.5009 1.6533 -3.7347
H 7.3746 0.5755 -2.6333
H 5.1639 1.8974 -1.7005
H 6.5954 1.7210 -0.6867
H 5.8569 4.1616 -2.3554
H 6.5314 4.1009 -0.7066
O -4.6573 -5.7974 -9.0405
C -4.0268 -6.6801 -8.5345
O -3.1542 -7.4478 -9.2337
C -2.6305 -8.4905 -8.3932
C -2.8157 -7.9874 -6.9683
C -4.0828 -7.1450 -7.0950
H -3.1960 -9.4052 -8.5879
H -1.5879 -8.6598 -8.6524
H -2.8827 -8.7888 -6.2350
H -1.9776 -7.3472 -6.6906
H -4.9868 -7.7412 -6.9583
H -4.0857 -6.2963 -6.4174
O 0.0300 -6.6493 6.7737
C 1.1532 -7.0499 6.6936
O 2.2203 -6.2174 6.6609
C 3.4301 -6.9645 6.4481
C 3.1073 -8.3815 6.9046
C 1.6201 -8.4877 6.5723
H 3.6823 -6.9162 5.3869
H 4.2321 -6.5052 7.0205
H 3.7275 -9.1363 6.4251
H 3.2495 -8.4640 7.9833
H 1.4511 -8.8202 5.5471
H 1.0749 -9.1255 7.2619
*
```